{
  "formula": "C46H87B2IN7O17",
  "method": "ωB97M-V/def2-TZVPD",
  "fmax_ev_per_a": 5.8,
  "lumo_ev": -3.06,
  "total_energy_ev": -103785.71717,
  "gap_ev": 6.585,
  "homo_ev": -9.645,
  "total_charge": 1,
  "species": ["C", "C", "C", "C", "C", "O", "C", "C", "O", "N", "C", "C", "C", "C", "N", "C", "C", "C", "O", "I", "B", "O", "O", "C", "C", "B", "O", "O", "C", "C", "O", "O", "C", "C", "O", "N", "C", "C", "C", "O", "C", "C", "C", "C", "N", "C", "H", "H", "H", "H", "H", "H", "H", "H", "H", "H", "H", "H", "H", "H", "H", "H", "H", "H", "H", "H", "H", "H", "H", "H", "H", "H", "H", "H", "H", "H", "H", "H", "H", "H", "H", "H", "H", "H", "H", "H", "H", "H", "C", "O", "C", "C", "N", "C", "C", "O", "C", "H", "H", "H", "H", "H", "H", "H", "H", "H", "H", "H", "H", "H", "H", "H", "C", "O", "C", "C", "N", "C", "C", "O", "C", "H", "H", "H", "H", "H", "H", "H", "H", "H", "H", "H", "H", "H", "H", "H", "C", "O", "C", "C", "N", "C", "C", "O", "C", "H", "H", "H", "H", "H", "H", "H", "H", "H", "H", "H", "H", "H", "H", "H"],
  "xyz": [[1.08544, 3.44995, 6.04158], [0.41476, 4.42418, 5.23926], [-0.71739, 4.30266, 4.15360], [-0.44534, 3.54717, 2.74728], [-0.03190, 2.07748, 3.33316], [-0.82121, 1.61714, 4.44474], [-0.21440, 0.55412, 5.15706], [-0.75571, 0.27949, 6.65585], [0.71901, -0.16956, 4.75570], [0.76740, 4.11200, 1.98731], [1.58619, 3.10722, 1.25665], [1.04895, 2.09528, 0.17341], [0.95286, 2.67379, -1.34872], [0.80814, 1.40623, -2.32208], [0.37405, 1.92903, -3.66037], [0.57240, 5.50524, 1.40867], [1.75589, 5.93931, 0.35302], [3.26060, 5.96881, 0.77949], [3.95488, 6.42600, 1.68419], [4.67324, 5.03887, -0.69718], [1.00142, 6.72975, 2.43188], [1.78305, 6.61092, 3.62541], [0.85136, 8.15129, 2.09212], [-0.93892, 5.71542, 0.76631], [-0.79709, 6.18528, -0.79516], [-2.08466, 6.35628, -1.72959], [-2.85808, 5.23765, -2.18125], [-2.52424, 7.66985, -2.21057], [-1.80491, 6.86272, 1.43655], [-3.34192, 7.03316, 1.21733], [-4.21707, 6.35334, 0.66097], [-3.86910, 8.25041, 1.83690], [-5.04763, 7.74497, 2.52996], [-6.54432, 8.02953, 2.03169], [-4.91130, 7.00649, 3.54456], [-1.62916, 4.44924, 0.73668], [-1.80700, 3.53780, 1.89092], [-3.15514, 4.01513, 2.61026], [-3.84392, 3.11938, 3.72805], [-5.09836, 3.04297, 3.84484], [-2.21258, 2.13308, 1.14702], [-2.61797, 0.84990, 1.96995], [-2.93027, -0.39549, 1.14532], [-2.82097, -0.20266, -0.36250], [-2.53057, 0.88434, -1.19758], [-2.23496, 2.04428, -0.42600], [0.46113, 2.76566, 6.70768], [2.23042, 3.41569, 6.04961], [0.65556, 5.50350, 5.58473], [-1.58957, 3.89461, 4.76462], [-1.10367, 5.35980, 3.87693], [1.05020, 2.10083, 3.74886], [-0.03353, 1.25512, 2.55228], [-1.31647, -0.71998, 6.65511], [0.08397, 0.28839, 7.43094], [-1.51274, 1.07821, 6.96694], [1.41767, 4.30508, 2.79779], [2.50753, 3.50817, 0.67819], [2.21650, 2.47245, 2.00228], [1.95644, 1.37314, 0.02808], [0.23104, 1.36300, 0.43684], [0.06012, 3.34780, -1.52598], [1.90520, 3.27530, -1.61809], [1.85498, 0.94950, -2.44540], [0.03673, 0.63853, -1.93190], [-0.12351, 1.18446, -4.19493], [-0.22099, 2.76378, -3.56726], [1.69631, 5.17134, -0.50756], [1.60311, 7.01944, -0.03188], [1.54702, 7.27256, 4.30743], [0.45755, 8.53723, 2.91518], [-0.16204, 5.46877, -1.42342], [-0.36019, 7.25649, -0.74631], [-3.70945, 5.61823, -2.49778], [-2.07826, 7.85061, -3.07620], [-1.74969, 6.95534, 2.59146], [-1.37596, 7.86885, 1.04638], [-7.05840, 7.01071, 1.87769], [-7.13722, 8.66137, 2.77299], [-6.45536, 8.50680, 0.99255], [-2.57185, 4.54989, 0.33973], [-4.00743, 4.08247, 1.82806], [-3.09416, 5.06328, 3.10086], [-3.22307, 2.46671, 4.43540], [-2.69107, 0.83342, 3.09661], [-3.21712, -1.39203, 1.63836], [-3.02568, -1.17276, -0.95594], [-2.01919, 2.94563, -1.10968], [4.23681, -2.34216, -7.02188], [3.21471, -2.53735, -7.98714], [2.61775, -3.83481, -7.93668], [1.19480, -3.76226, -7.37668], [1.19787, -3.45397, -5.94576], [-0.10861, -3.05821, -5.41222], [-0.79780, -1.82676, -6.02227], [-0.15635, -0.58824, -5.73231], [0.96151, -0.29268, -6.55454], [4.77127, -1.42650, -7.28102], [3.81177, -2.21140, -6.02274], [4.94628, -3.17300, -7.01912], [3.23437, -4.55150, -7.38275], [2.55826, -4.18494, -8.96961], [0.69495, -4.72257, -7.53584], [0.66092, -3.00122, -7.95151], [1.84831, -2.69662, -5.77221], [0.04171, -2.86137, -4.34537], [-0.78634, -3.91624, -5.48001], [-1.78877, -1.75544, -5.56166], [-0.97866, -1.92730, -7.09690], [0.83347, -0.65517, -7.57910], [1.87150, -0.70133, -6.11217], [1.08207, 0.79117, -6.58893], [3.70591, -8.38232, -7.22421], [4.21976, -7.09510, -6.91428], [4.01151, -6.70721, -5.55344], [5.32836, -6.72178, -4.77224], [5.80565, -8.08696, -4.55203], [7.19749, -8.17292, -4.09906], [8.29101, -7.57335, -4.99836], [8.50539, -8.27899, -6.21570], [7.58186, -7.97860, -7.24743], [3.71200, -8.49239, -8.31000], [4.33930, -9.16777, -6.80406], [2.68055, -8.49903, -6.86594], [3.24315, -7.31627, -5.06323], [3.64471, -5.67824, -5.58044], [5.17889, -6.23356, -3.80424], [6.04848, -6.13059, -5.34423], [5.72627, -8.60850, -5.41704], [7.41531, -9.23870, -3.97574], [7.26750, -7.72155, -3.10318], [9.23424, -7.65125, -4.44769], [8.14817, -6.50472, -5.18947], [7.26489, -6.93083, -7.23210], [6.71836, -8.64311, -7.18402], [8.06599, -8.17388, -8.20549], [-4.04369, -6.03445, 9.07222], [-3.41095, -6.35774, 7.84247], [-4.32345, -6.71636, 6.80331], [-4.40369, -5.61782, 5.73991], [-5.08941, -4.42916, 6.24847], [-4.92790, -3.23718, 5.41219], [-3.50273, -2.72161, 5.15336], [-2.85862, -2.16810, 6.29758], [-2.28597, -3.12473, 7.17663], [-3.27349, -5.99473, 9.84436], [-4.51884, -5.05104, 9.02122], [-4.78098, -6.79014, 9.35177], [-5.31431, -6.97314, 7.19541], [-3.91512, -7.61380, 6.33304], [-4.94443, -5.99832, 4.86806], [-3.37912, -5.39179, 5.43300], [-4.73444, -4.21267, 7.17246], [-5.48718, -2.43634, 5.90686], [-5.42210, -3.41687, 4.45110], [-3.58785, -1.89467, 4.43942], [-2.86118, -3.46472, 4.66914], [-1.88260, -3.99166, 6.64460], [-3.01967, -3.43685, 7.92091], [-1.46726, -2.64543, 7.71661]]
}